Record 1
{
  "formula": "C24H30InN3O4P",
  "method": "wB97M-V/def2-TZVPD",
  "elements": ["In", "O", "C", "O", "C", "C", "N", "N", "C", "C", "O", "O", "H", "H", "H", "C", "H", "H", "C", "C", "P", "C", "C", "C", "C", "H", "H", "H", "H", "H", "H", "H", "H", "H", "H", "H", "H", "H", "H", "H", "C", "C", "C", "C", "C", "C", "N", "C", "C", "C", "C", "C", "C", "H", "H", "H", "H", "H", "H", "H", "H", "H", "H"],
  "positions_angstrom": [[-1.379690, -3.496964, 0.590576], [5.263472, -2.332060, -0.397938], [4.292390, -3.294826, -0.485861], [4.585115, -4.388798, -0.858652], [2.936029, -2.830014, -0.126104], [2.510745, -1.503591, -0.080278], [1.205013, -1.509729, 0.194142], [0.763549, -2.748063, 0.319080], [1.759886, -3.582885, 0.131130], [1.369212, -5.054285, 0.306701], [2.249741, -5.841876, 0.603631], [0.122040, -5.244403, 0.159598], [4.907714, -1.530264, -0.000047], [3.013899, -0.567798, -0.262646], [0.568488, -0.727796, 0.231473], [-3.205767, -4.339327, 0.575478], [-3.960836, -3.751763, 1.095515], [-3.191779, -5.385488, 0.872220], [-0.528932, 3.029082, -2.012262], [-0.122863, 3.097660, -0.544078], [1.065889, 1.764558, -0.095562], [1.106096, 1.868830, 1.752212], [1.290615, 3.244752, 2.378530], [2.708248, 2.552471, -0.483546], [3.236126, 2.201735, -1.872546], [-1.222635, 3.832032, -2.263835], [-1.017114, 2.077624, -2.231677], [0.333024, 3.120313, -2.673105], [-1.001484, 2.950424, 0.085949], [0.296295, 4.077332, -0.288005], [1.907042, 1.191389, 2.068457], [0.175192, 1.422026, 2.108686], [2.196805, 3.739117, 2.023650], [1.356318, 3.168058, 3.464781], [0.443007, 3.891694, 2.151370], [3.410584, 2.206471, 0.281442], [2.637362, 3.639117, -0.372985], [3.252888, 1.122198, -2.030142], [4.247270, 2.582234, -2.020933], [2.605157, 2.622894, -2.653447], [-2.306223, 1.354896, 3.566985], [-2.537402, 1.814655, 2.278441], [-2.360217, 0.994459, 1.179116], [-1.936221, -0.345646, 1.307225], [-1.729108, -0.793411, 2.626483], [-1.900788, 0.032614, 3.718959], [-1.607377, -1.168847, 0.259797], [-2.013784, -0.884325, -1.036476], [-3.228662, -0.276369, -1.392740], [-3.566213, -0.062453, -2.716384], [-2.721451, -0.451689, -3.747283], [-1.534637, -1.091438, -3.417496], [-1.190470, -1.304047, -2.095337], [-2.443633, 1.998882, 4.424280], [-2.853968, 2.839230, 2.117533], [-2.534405, 1.405591, 0.196323], [-1.425009, -1.821523, 2.799232], [-1.721343, -0.370479, 4.708776], [-3.940001, -0.014113, -0.622648], [-4.519138, 0.400037, -2.944613], [-2.994314, -0.285924, -4.780676], [-0.865974, -1.435534, -4.197167], [-0.253780, -1.806642, -1.873273]],
  "atomic_forces_ev_per_a": [[0.2441, -0.1050, -0.1153], [0.0737, 0.0406, 0.0047], [0.0078, -0.1142, 0.0167], [-0.0256, 0.1265, -0.0445], [-0.1722, 0.1020, 0.0037], [-0.0270, -0.2334, -0.0181], [0.8550, 0.0448, 0.0176], [-0.7327, -0.1789, 0.1509], [0.1947, -0.0808, 0.0055], [0.3559, -0.0113, -0.0149], [0.0295, -0.1357, -0.0078], [-0.3301, 0.2459, 0.0770], [-0.0011, -0.0584, 0.0415], [0.0377, 0.0152, -0.0345], [-0.4548, 0.1870, -0.0688], [0.0463, 0.0009, 0.0190], [0.0028, 0.0357, -0.0337], [-0.0001, -0.0149, 0.0158], [-0.0536, -0.0099, -0.0217], [0.0586, 0.1024, 0.0702], [0.1360, 0.0984, 0.2465], [-0.0439, 0.0046, -0.0565], [-0.0026, 0.0336, -0.0070], [-0.1220, 0.0380, -0.0566], [-0.0120, -0.0226, 0.0081], [-0.0323, 0.0206, -0.0117], [0.0020, -0.0329, -0.0224], [0.0363, 0.0016, -0.0484], [0.0429, 0.0146, 0.0279], [-0.0102, -0.0529, -0.0515], [-0.0013, 0.0070, -0.0057], [-0.0165, -0.0356, 0.0110], [0.0140, 0.0084, 0.0042], [0.0014, -0.0047, 0.0224], [-0.0162, 0.0230, -0.0125], [-0.0092, -0.0317, 0.0020], [0.0190, -0.0366, 0.0394], [0.0202, -0.0245, -0.0035], [0.0314, 0.0155, -0.0154], [-0.0334, 0.0227, -0.0498], [0.0118, -0.0188, 0.0172], [0.0073, 0.0122, 0.0851], [-0.0598, 0.0422, -0.1030], [0.0472, 0.1435, -0.0291], [0.1023, -0.1278, 0.1367], [-0.0297, 0.0577, 0.0634], [-0.1117, -0.2570, 0.1474], [-0.0018, 0.0325, -0.3225], [-0.0575, -0.0779, 0.0969], [-0.0223, 0.0227, -0.0963], [0.0193, -0.0190, 0.0195], [-0.0431, 0.0119, -0.0851], [0.1435, 0.0085, 0.0267], [-0.0124, 0.0199, 0.0315], [-0.0134, 0.0328, 0.0098], [0.0118, -0.0142, -0.0211], [0.0022, 0.0393, -0.0645], [0.0018, 0.0129, 0.0128], [0.0102, 0.0126, 0.0476], [-0.0178, 0.0079, -0.0137], [-0.0040, 0.0088, -0.0218], [0.0044, 0.0042, -0.0158], [-0.1008, 0.0400, -0.0054]],
  "lowdin_charge": [0.894, 0.090, -0.470, 0.148, -0.040, -0.023, 0.025, 0.005, -0.093, -0.626, 0.056, -0.115, 0.081, 0.103, 0.060, -0.305, -0.123, -0.121, -0.151, -0.421, 0.984, -0.412, -0.151, -0.430, -0.170, 0.068, 0.058, 0.051, 0.048, 0.074, 0.072, 0.043, 0.057, 0.068, 0.062, 0.070, 0.070, 0.053, 0.065, 0.053, -0.133, -0.124, -0.081, -0.312, -0.059, -0.109, -0.055, -0.317, -0.048, -0.103, -0.122, -0.102, -0.055, 0.086, 0.099, 0.085, 0.066, 0.098, 0.110, 0.096, 0.088, 0.098, 0.091],
  "e_tot_ha": -1929.271383,
  "de_lowest_kcal_mol": 21.04,
  "total_charge": -1,
  "multiplicity": 1,
  "homo_lumo_gap_ev": 5.9,
  "fmax_ha_per_bohr": 0.01665,
  "e_lumo_ev": 2.177
}

***

Record 2
{
  "formula": "C34H32F4N3O2P",
  "method": "wB97M-V/def2-TZVPD",
  "elements": ["C", "C", "N", "C", "C", "C", "P", "N", "C", "C", "C", "C", "O", "N", "C", "O", "H", "H", "H", "H", "H", "H", "H", "H", "H", "H", "H", "H", "F", "C", "C", "C", "C", "C", "C", "H", "H", "H", "H", "H", "F", "C", "C", "C", "C", "C", "C", "H", "H", "H", "H", "H", "F", "C", "C", "C", "C", "C", "C", "H", "H", "H", "H", "H", "F", "C", "C", "C", "C", "C", "C", "H", "H", "H", "H", "H"],
  "positions_angstrom": [[-0.192165, 4.028328, 2.035674], [-1.467103, 3.178382, 2.212322], [-1.263051, 1.862120, 2.817334], [-0.315786, 1.015156, 2.257332], [-0.313883, 0.798557, 0.858715], [0.576631, -0.079212, 0.267309], [0.504865, -0.454622, -1.501993], [-0.191453, -1.810427, -1.857316], [1.513582, -0.710496, 1.084828], [1.522488, -0.485784, 2.456328], [0.613655, 0.357187, 3.063350], [2.630064, -1.293184, 3.042951], [2.773392, -1.634288, 4.176950], [3.504115, -1.710395, 1.939005], [2.597775, -1.678698, 0.776131], [2.724780, -2.389953, -0.174103], [0.692412, 3.522907, 2.423617], [-0.282714, 4.978369, 2.566621], [-0.027044, 4.270914, 0.984633], [-1.958173, 3.042472, 1.247420], [-2.182615, 3.712576, 2.837500], [-1.165685, 1.909921, 3.821164], [-1.046750, 1.319483, 0.254039], [1.834087, -0.270929, -1.924276], [-0.156406, 0.691308, -1.977021], [0.441730, -2.437691, -2.339688], [0.630392, 0.500388, 4.137539], [4.131880, -0.916937, 1.789967], [10.764632, -0.519688, 2.251809], [9.473518, -0.822440, 2.499292], [8.754040, -1.503487, 1.538127], [7.427245, -1.814340, 1.801032], [6.844266, -1.438124, 3.003235], [7.591187, -0.752538, 3.951934], [8.920535, -0.440426, 3.705283], [9.230057, -1.782898, 0.608086], [6.846325, -2.356259, 1.065869], [5.811782, -1.690373, 3.204242], [7.138031, -0.458828, 4.889450], [9.524916, 0.087790, 4.430098], [-1.953356, 2.476215, -1.319829], [-2.509513, 3.579847, -1.883357], [-1.860073, 4.789510, -1.755422], [-2.437835, 5.908782, -2.338654], [-3.638556, 5.799351, -3.026835], [-4.267313, 4.565846, -3.136241], [-3.700712, 3.438321, -2.561105], [-0.924719, 4.849501, -1.214988], [-1.944600, 6.867993, -2.256161], [-4.083362, 6.675520, -3.478794], [-5.202898, 4.474732, -3.671005], [-4.166908, 2.467311, -2.637882], [-2.063968, -1.892094, 2.788207], [-1.886864, -3.152684, 2.328572], [-1.044740, -3.354492, 1.255410], [-0.860361, -4.646795, 0.789107], [-1.519188, -5.708753, 1.394427], [-2.363633, -5.476834, 2.472115], [-2.553033, -4.188254, 2.951895], [-0.554282, -2.513643, 0.784647], [-0.200301, -4.816690, -0.050801], [-1.374841, -6.715850, 1.026739], [-2.879836, -6.302335, 2.944149], [-3.201772, -3.984258, 3.793010], [-5.464315, 1.734210, -4.514602], [-5.121401, 0.483960, -4.906924], [-4.234590, 0.339530, -5.953353], [-3.877088, -0.943626, -6.341428], [-4.407030, -2.047575, -5.688113], [-5.298207, -1.870110, -4.639282], [-5.662954, -0.593221, -4.237295], [-3.835895, 1.215570, -6.446714], [-3.178095, -1.079410, -7.155671], [-4.122339, -3.045073, -5.993529], [-5.711339, -2.728542, -4.127278], [-6.349637, -0.429800, -3.417808]],
  "atomic_forces_ev_per_a": [[-0.1800, 0.2005, 0.0163], [-0.1189, 0.0756, -0.1791], [0.3099, 0.0523, 0.1496], [-0.2228, 0.0611, -0.2219], [0.0330, 0.0222, 0.2616], [0.1581, 0.0365, 0.0007], [-0.3205, -0.5721, -0.1585], [0.2532, 0.3403, -0.0779], [0.0387, -0.0632, 0.3491], [-0.1984, -0.0145, -0.3949], [0.0386, -0.2740, 0.0705], [0.1269, -0.0642, -0.1159], [0.2115, 0.2670, 0.0565], [-0.8779, 0.1511, -0.0123], [0.0528, 0.0936, 0.2928], [0.2017, 0.2368, -0.2976], [-0.0097, -0.0553, -0.0695], [0.0188, -0.0637, -0.0082], [0.1290, -0.0917, 0.0587], [-0.0085, -0.0034, 0.0526], [-0.0142, -0.1328, 0.0099], [-0.0153, 0.0508, -0.0008], [0.0913, -0.0952, 0.0477], [0.0179, 0.1583, 0.0216], [0.0504, 0.1044, 0.0596], [-0.1212, -0.1545, 0.0841], [-0.0225, 0.0267, -0.0189], [0.4462, -0.3516, 0.0565], [0.0122, 0.0039, -0.0022], [-0.0643, -0.0208, 0.0114], [0.0170, -0.0178, -0.0657], [-0.0127, 0.0327, 0.0239], [-0.0690, 0.0086, 0.0480], [0.0185, 0.0022, -0.0663], [0.0191, 0.0404, 0.0523], [0.0175, 0.0007, 0.0115], [-0.0025, -0.0062, -0.0035], [0.0232, -0.0681, 0.0397], [0.0050, -0.0152, 0.0134], [0.0130, 0.0036, -0.0167], [-0.0051, 0.0929, -0.0416], [-0.0476, 0.0399, -0.0359], [0.0695, 0.0098, 0.0445], [-0.0468, -0.0194, -0.0233], [-0.0005, 0.0094, -0.0003], [0.0388, 0.0561, 0.0144], [-0.0184, -0.0720, 0.0263], [0.0000, -0.0157, -0.0180], [0.0041, 0.0040, 0.0099], [-0.0020, 0.0013, -0.0007], [0.0028, -0.0180, -0.0165], [0.0007, -0.0100, 0.0046], [0.0004, 0.0186, 0.0112], [0.0388, -0.0976, -0.0158], [0.0700, 0.1517, -0.0091], [-0.0458, -0.0593, 0.0521], [0.0128, -0.0063, 0.0011], [0.0289, 0.0112, -0.0399], [-0.0497, 0.0067, 0.0620], [-0.0501, -0.0410, -0.0697], [-0.0101, 0.0276, -0.0208], [-0.0019, -0.0047, 0.0043], [0.0006, -0.0015, 0.0119], [-0.0024, 0.0144, -0.0087], [-0.0695, -0.0017, -0.0337], [0.0471, -0.0608, -0.0069], [0.0363, 0.0566, -0.0453], [-0.0285, -0.0279, 0.0348], [0.0020, -0.0090, -0.0103], [0.0252, 0.0102, -0.0391], [-0.0452, 0.0031, 0.0619], [-0.0049, 0.0085, 0.0181], [0.0000, 0.0064, -0.0096], [0.0029, -0.0031, 0.0048], [0.0052, -0.0004, 0.0156], [-0.0030, 0.0151, -0.0101]],
  "lowdin_charge": [-0.066, -0.230, 0.014, -0.251, 0.006, -0.285, 0.742, -0.278, -0.133, -0.089, 0.067, -0.366, 0.151, 0.137, -0.381, 0.124, 0.072, 0.069, 0.053, 0.089, 0.113, 0.125, 0.090, 0.014, -0.005, -0.033, 0.133, 0.134, 0.053, -0.289, -0.017, -0.080, -0.100, -0.080, -0.019, 0.117, 0.106, 0.080, 0.105, 0.116, 0.017, -0.272, -0.020, -0.082, -0.090, -0.072, -0.010, 0.105, 0.105, 0.102, 0.106, 0.107, 0.048, -0.277, -0.012, -0.071, -0.097, -0.090, -0.022, 0.082, 0.106, 0.099, 0.102, 0.114, 0.036, -0.286, -0.018, -0.082, -0.092, -0.079, -0.017, 0.117, 0.105, 0.102, 0.106, 0.118],
  "e_tot_ha": -2370.334562,
  "de_lowest_kcal_mol": 0.00,
  "multiplicity": 1,
  "homo_lumo_gap_ev": 8.4,
  "fmax_ha_per_bohr": 0.01733,
  "e_lumo_ev": -0.290,
  "smiles": "CCNc1cc([PH2]=N)c2c(c1)C(=O)NC2=O.Fc1ccccc1.Fc1ccccc1.Fc1ccccc1.Fc1ccccc1"
}

***

Record 3
{
  "formula": "C4H10NOP",
  "method": "wB97M-V/def2-TZVPD",
  "elements": ["C", "C", "C", "C", "N", "O", "P", "H", "H", "H", "H", "H", "H", "H", "H", "H", "H"],
  "positions_angstrom": [[-0.396567, 0.820058, 0.622638], [-2.700818, 0.904405, 0.169274], [1.061081, -1.315908, -0.639197], [1.267491, -0.354657, 0.598215], [-1.344397, 0.308010, 0.016575], [0.377182, -2.481155, -0.222974], [2.456052, 0.976955, 0.437794], [-0.226985, 1.738232, 1.261997], [-3.527979, 0.303840, -0.146588], [-2.687937, 1.751087, -0.511699], [-2.978853, 1.294646, 1.136127], [2.061046, -1.613087, -0.976123], [0.495038, -0.616652, -1.369763], [1.155189, -0.920947, 1.542039], [-0.621658, -2.375634, -0.309381], [1.917915, 1.382024, -0.844135], [3.602995, 0.178314, 0.037312]],
  "atomic_forces_ev_per_a": [[3.7226, -2.1020, 0.7309], [0.8046, 1.1769, -1.0174], [-0.7246, 2.2489, 1.1972], [-3.6247, 0.8215, -0.7283], [-1.4921, -0.0370, 0.9326], [-1.9027, 0.0366, -0.6598], [0.5127, 0.0548, -0.1778], [-0.7166, -0.8566, -0.5870], [0.0194, -0.9797, -0.3199], [-0.2984, 0.2953, -0.1126], [0.5063, -0.0117, 0.6291], [-0.3473, 0.0259, -0.3130], [0.9054, -1.7035, 0.5830], [0.3163, 0.5429, -0.4012], [2.0855, 0.1961, 0.1429], [0.7434, -0.2545, 0.3108], [-0.5098, 0.5460, -0.2095]],
  "lowdin_charge": [-0.128, -0.110, -0.346, -0.522, -0.049, -0.109, 0.747, 0.096, 0.057, 0.074, 0.068, 0.096, 0.118, 0.077, 0.114, -0.081, -0.101],
  "e_tot_ha": -629.621411,
  "de_lowest_kcal_mol": 94.48,
  "multiplicity": 1,
  "homo_lumo_gap_ev": 9.8,
  "fmax_ha_per_bohr": 0.08434,
  "e_lumo_ev": 0.918
}